## P
DFT (ωB97M-V/def2-TZVPD) results for C6H8O2 in the gas phase.

Last column: Mulliken charge in e.
Element x y z (Å)
O1 -1.23032 -0.92200 0.41896  -0.50
O2 1.52996 0.96515 0.06419  -0.43
C1 0.02944 -0.69221 0.86032  0.13
C2 -1.35531 -0.14076 -0.71025  -0.40
C3 0.29841 0.80459 0.77265  0.21
C4 1.82015 -0.31054 -0.44138  -0.35
C5 1.02782 -1.24144 -0.03720  -0.47
C6 -0.87805 1.19669 -0.15813  -0.80
H1 -0.63703 2.05028 -0.77176  0.36
H2 -0.70108 -0.64625 -1.52035  0.25
H3 0.21708 -1.12922 1.87692  0.38
H4 0.33375 1.42310 1.70460  0.28
H5 1.00798 -2.36895 -0.28154  0.29
H6 -2.40415 -0.13994 -1.05990  0.36
H7 2.60282 -0.37399 -1.21943  0.38
H8 -1.66144 1.52550 0.50231  0.32

The HOMO-LUMO gap is 9.8 eV. The value obtained for the lowest unoccupied orbital energy is 0.03637 Ha. The calculation puts the HOMO energy at -8.84 eV.


## Q
DFT (ωB97M-V/def2-TZVPD) results for a molecular structure, C6H8O2.

Last column: Mulliken charge in e.
Element x y z (Å)
O1 -0.35379 -1.69124 -0.09776  -0.47
O2 0.66485 1.53400 -0.39088  -0.46
C1 0.15512 0.25632 -0.56480  -0.31
C2 -0.99793 -0.64701 -1.00092  0.22
C3 -2.46416 -0.25392 -0.44588  -0.76
C4 0.33469 -0.49494 0.66923  0.16
C5 1.60262 0.07110 1.21433  -0.66
C6 1.64584 1.30347 0.61368  -0.22
H1 -2.71965 -1.46847 0.16431  0.20
H2 -0.94829 -0.88840 -2.12622  0.35
H3 -1.89752 0.37103 0.43176  0.17
H4 1.09556 -0.38234 -0.91981  0.33
H5 2.33014 2.05360 0.70435  0.51
H6 -0.46894 -0.28238 1.37489  0.41
H7 -3.46684 0.28987 -1.05871  0.29
H8 1.93006 0.15481 2.42471  0.24

The HOMO-LUMO gap is 10.2 eV. The value obtained for the lowest unoccupied orbital energy is 0.03232 Ha. The calculation puts the HOMO energy at -9.30 eV.


## R
DFT (ωB97M-V/def2-TZVPD) results for a molecular structure, C6H8O2.

Last column: Mulliken charge in e.
Element x y z (Å)
O1 1.48719 0.28638 0.86525  -0.57
O2 -0.68815 -0.96234 1.62167  -0.47
C1 0.15563 -1.35312 -0.95906  -0.84
C2 0.51958 -0.28165 -1.71187  -0.22
C3 0.14686 0.47990 0.39656  0.40
C4 -0.63919 -0.82546 0.19903  0.29
C5 -0.68509 0.51548 1.67665  -0.57
C6 0.18198 1.03704 -1.01747  -0.60
H1 1.58603 -0.51452 1.36991  0.40
H2 -0.21207 0.76897 2.58230  0.29
H3 0.97602 1.79087 -1.06792  0.31
H4 -1.70269 0.92134 1.69091  0.27
H5 -0.84549 1.37647 -1.35304  0.25
H6 -1.67918 -0.59956 -0.28602  0.26
H7 0.29690 -2.33531 -1.40168  0.39
H8 1.10168 -0.30448 -2.60522  0.41

The HOMO-LUMO gap is 10.3 eV. The value obtained for the lowest unoccupied orbital energy is 0.03556 Ha. The calculation puts the HOMO energy at -9.32 eV.


Result of the stability comparison: P is the most stable of them.


## P
DFT (ωB97M-V/def2-TZVPD) results for C6H8O2 in the gas phase.

Last column: Mulliken charge in e.
Element x y z (Å)
O1 -2.42619 1.49232 -0.12090  -0.51
O2 -2.51066 -1.29837 0.19115  -0.46
C1 -1.42710 0.83046 0.00137  0.41
C2 1.06829 -0.74926 -0.33176  -0.47
C3 1.17873 0.60568 0.40761  -0.64
C4 -0.19831 -1.54322 -0.00084  -0.43
C5 -0.03553 1.51259 -0.01563  -0.62
C6 -1.52070 -0.71528 0.02970  0.36
H1 2.08189 -1.27627 -0.06099  0.25
H2 2.08309 1.20933 0.11985  0.31
H3 -0.44567 -2.33769 -0.76337  0.30
H4 1.23446 0.58499 1.53240  0.33
H5 0.12347 1.81865 -1.06166  0.27
H6 -0.26188 -2.07247 1.01721  0.25
H7 -0.03074 2.43217 0.47737  0.41
H8 1.08685 -0.49364 -1.42152  0.26

The HOMO-LUMO gap is 9.1 eV. The value obtained for the lowest unoccupied orbital energy is -0.00901 Ha. The calculation puts the HOMO energy at -9.36 eV.


## Q
DFT (ωB97M-V/def2-TZVPD) results for C6H8O2 in the gas phase.

Last column: Mulliken charge in e.
Element x y z (Å)
O1 -0.96977 -0.47245 1.67193  -0.56
O2 1.24597 -1.43917 -0.13302  -0.48
C1 2.24227 0.56377 0.67273  -1.06
C2 -2.05817 -1.11964 -0.38356  -1.03
C3 1.16883 -0.13971 0.28450  0.59
C4 -0.13298 0.52289 -0.20709  0.21
C5 -0.30426 1.76296 -0.65095  -0.74
C6 -1.17460 -0.27217 0.47733  0.69
H1 2.12374 -1.78721 0.06708  0.31
H2 3.24387 0.18477 0.54801  0.21
H3 0.52656 2.35299 -1.00349  0.36
H4 -2.52462 -0.50360 -1.14958  0.36
H5 -1.25829 2.26104 -0.57269  0.26
H6 -2.81606 -1.60496 0.22812  0.32
H7 -1.45158 -1.88398 -0.86865  0.25
H8 2.13910 1.57448 1.01932  0.33

The HOMO-LUMO gap is 9.5 eV. The value obtained for the lowest unoccupied orbital energy is 0.01977 Ha. The calculation puts the HOMO energy at -8.98 eV.


## R
DFT (ωB97M-V/def2-TZVPD) results for a molecular structure, C6H8O2.

Last column: Mulliken charge in e.
Element x y z (Å)
O1 1.87008 1.82393 -0.30783  -0.64
O2 2.54749 -0.33825 -0.29912  -0.32
C1 -0.79397 -0.08343 0.05265  0.42
C2 -1.70167 -0.90160 -0.42523  -0.88
C3 1.68829 0.61976 -0.02938  0.59
C4 1.50803 -1.33871 -0.01529  -0.53
C5 0.58943 -0.26215 0.60325  0.11
C6 -1.17836 1.47625 0.05877  -1.28
H1 1.01851 -1.68272 -0.88153  0.36
H2 -1.81347 1.67454 0.98968  0.26
H3 0.66571 -0.16252 1.65619  0.38
H4 -1.48289 -1.95726 -0.51268  0.29
H5 1.91919 -2.18487 0.62808  0.26
H6 -0.29666 2.10627 -0.01137  0.35
H7 -1.85180 1.67848 -0.82049  0.37
H8 -2.68789 -0.46772 -0.68569  0.26

The HOMO-LUMO gap is 10.6 eV. The value obtained for the lowest unoccupied orbital energy is 0.02707 Ha. The calculation puts the HOMO energy at -9.87 eV.


## S
DFT (ωB97M-V/def2-TZVPD) results for C6H8O2 in the gas phase.

Last column: Mulliken charge in e.
Element x y z (Å)
O1 -1.68499 0.10833 -0.69677  -0.55
O2 1.64897 0.93393 -0.20624  -0.47
C1 1.24565 -0.43368 0.57833  -0.15
C2 0.40101 1.81172 -0.01551  -0.29
C3 -0.12641 -0.27356 1.09176  -0.43
C4 0.12624 -1.49694 0.29529  -0.26
C5 -1.13380 -1.34554 -0.66024  -0.94
C6 -0.44776 0.56525 -0.31875  -0.03
H1 -1.95864 -1.77601 -0.41619  0.45
H2 1.86006 -0.50200 1.51157  0.35
H3 0.26595 2.13692 1.07353  0.23
H4 0.40931 -2.38094 0.77884  0.47
H5 -0.83893 -1.39080 -1.66794  0.47
H6 0.58321 2.65881 -0.80075  0.29
H7 0.17734 0.02797 -1.16565  0.41
H8 -0.59966 -0.07558 2.08541  0.45

The HOMO-LUMO gap is 10.3 eV. The value obtained for the lowest unoccupied orbital energy is 0.03694 Ha. The calculation puts the HOMO energy at -9.30 eV.


Result of the stability comparison: P is the most stable of them.


## P
DFT (ωB97M-V/def2-TZVPD) results for C6H8O2 in the gas phase.

Last column: Mulliken charge in e.
Element x y z (Å)
O1 -0.02811 -0.30392 -1.32852  -0.41
O2 0.35229 1.10979 0.36728  -0.47
C1 0.66613 -0.23013 0.04442  1.38
C2 -0.26536 -1.10979 0.62387  -0.33
C3 -1.14655 0.95034 0.46274  0.09
C4 -1.54029 -0.53001 0.77205  -0.71
C5 2.14830 -0.26073 0.15577  -1.43
C6 -1.02955 0.81302 -1.14921  -0.44
H1 -2.40821 -0.74559 1.48083  0.32
H2 2.69491 0.53884 -0.29831  0.36
H3 -0.54877 1.69800 -1.77528  0.23
H4 -1.90214 1.89035 0.94210  0.31
H5 -0.05687 -2.28996 0.65968  0.24
H6 2.50718 -1.23985 -0.42619  0.32
H7 2.46695 -0.62011 1.25144  0.28
H8 -1.90992 0.32975 -1.78267  0.25

The HOMO-LUMO gap is 9.8 eV. The value obtained for the lowest unoccupied orbital energy is 0.03125 Ha. The calculation puts the HOMO energy at -8.99 eV.


## Q
DFT (ωB97M-V/def2-TZVPD) results for C6H8O2 in the gas phase.

Last column: Mulliken charge in e.
Element x y z (Å)
O1 -2.06174 2.68586 -0.50802  -0.51
O2 -2.75357 1.17430 1.97110  -0.51
C1 -0.48954 0.90432 -1.13354  -0.69
C2 -2.02838 0.76589 1.10865  0.38
C3 -1.56568 1.63391 -0.18154  0.36
C4 -1.41298 -0.57585 0.63470  -0.82
C5 1.22967 0.20529 0.46679  -1.39
C6 -0.11250 -0.27190 -0.14127  0.16
H1 0.11530 -1.03980 -0.77028  0.44
H2 2.01286 0.47308 -0.25657  0.37
H3 0.42643 1.62922 -1.30021  0.26
H4 -0.86920 0.55568 -1.98616  0.42
H5 -1.36598 -1.25440 1.39506  0.45
H6 0.91056 0.96878 1.13115  0.39
H7 -2.25561 -0.76272 0.02891  0.34
H8 1.56871 -0.65027 1.06957  0.35

The HOMO-LUMO gap is 8.8 eV. The value obtained for the lowest unoccupied orbital energy is -0.00391 Ha. The calculation puts the HOMO energy at -8.92 eV.


## R
DFT (ωB97M-V/def2-TZVPD) results for C6H8O2 in the gas phase.

Last column: Mulliken charge in e.
Element x y z (Å)
O1 -0.07468 -1.69522 1.05513  -0.54
O2 -3.25864 -0.97168 -0.69919  -0.32
C1 0.34965 2.00340 0.38117  -1.21
C2 -0.34932 0.69055 0.40583  0.17
C3 1.62343 -0.71736 -0.41836  -1.70
C4 -0.88033 0.04137 -0.63001  0.05
C5 -2.08135 -0.63598 -0.78666  -0.18
C6 0.24870 -0.60816 0.19018  0.91
H1 2.38582 -0.50565 0.33984  0.35
H2 1.33322 1.95129 0.85543  0.31
H3 1.79870 -1.73007 -0.79529  0.52
H4 0.49548 2.37623 -0.63909  0.31
H5 -0.25278 2.74452 0.91388  0.36
H6 0.59614 -2.40380 1.03088  0.31
H7 1.76817 -0.02573 -1.25370  0.35
H8 -3.70220 -0.51370 0.04997  0.31

The HOMO-LUMO gap (spin up / spin down) is 7.1 / 7.4 eV. The value obtained for the lowest unoccupied orbital energy (spin up / spin down) is 0.01066 / 0.00817 Ha. The calculation puts the HOMO energy (spin up / spin down) at -6.82 / -7.17 eV.


Result of the stability comparison: Q is the most stable of them.


## P
DFT (ωB97M-V/def2-TZVPD) results for C6H8O2 in the gas phase.

Last column: Mulliken charge in e.
Element x y z (Å)
O1 -1.60871 0.28197 1.51337  -0.52
O2 0.28570 0.54778 -1.57354  -0.40
C1 1.76408 -0.09286 0.02010  -0.74
C2 0.57469 0.51742 0.78709  -0.19
C3 -0.72417 -0.17348 0.55199  0.93
C4 -0.30720 0.90239 -0.41928  -0.25
C5 1.53590 0.07399 -1.26135  -0.28
C6 -0.89474 -1.69788 0.16594  -1.29
H1 0.09001 -2.29879 0.15988  0.28
H2 -1.41807 -1.84885 -0.80083  0.28
H3 -2.40781 -0.18174 1.52177  0.31
H4 0.45897 1.39712 1.49311  0.36
H5 -1.04540 1.74422 -0.31201  0.34
H6 2.14930 -0.19754 -2.08396  0.43
H7 -1.62891 -2.07286 0.95261  0.38
H8 2.69459 -0.35696 0.48382  0.36

The HOMO-LUMO gap is 9.1 eV. The value obtained for the lowest unoccupied orbital energy is 0.03316 Ha. The calculation puts the HOMO energy at -8.23 eV.


## Q
DFT (ωB97M-V/def2-TZVPD) results for 2 unconnected molecules or ions with the total composition C6H8O2.

Last column: Mulliken charge in e.
Element x y z (Å)
O1 1.19929 1.42876 0.39752  -0.62
O2 0.00417 2.87334 -1.89405  -0.63
C1 0.37232 -0.52940 -0.75835  -0.37
C2 0.51738 0.23325 0.39500  0.77
C3 -0.30973 -1.73117 -0.67996  -0.51
C4 -0.70287 -1.37950 1.66903  -0.34
C5 -0.86643 -2.14507 0.52357  -0.49
C6 -0.05087 -0.15758 1.60073  -0.53
H1 -1.41371 -3.07731 0.56931  0.35
H2 -1.11256 -1.74212 2.60261  0.35
H3 0.84837 -0.16549 -1.66160  0.27
H4 -0.42862 -2.36076 -1.54542  0.35
H5 0.20754 3.73706 -2.26785  0.31
H6 0.11872 2.97001 -0.94121  0.36
H7 1.52536 1.61113 -0.49913  0.34
H8 0.09164 0.43485 2.48977  0.38

The HOMO-LUMO gap is 9.3 eV. The value obtained for the lowest unoccupied orbital energy is 0.02529 Ha. The calculation puts the HOMO energy at -8.64 eV.


Result of the stability comparison: Q is the most stable of them.


## P
DFT (ωB97M-V/def2-TZVPD) results for C6H8O2 in the gas phase.

Last column: Mulliken charge in e.
Element x y z (Å)
O1 2.98717 -0.56529 -1.13183  -0.46
O2 -1.13865 -0.46903 -0.20095  -0.40
C1 2.51403 0.23338 -0.38555  0.71
C2 0.71106 -1.65904 0.73034  -1.01
C3 0.18955 -0.28960 0.25230  0.39
C4 0.58709 0.99095 0.49259  -0.28
C5 -1.62756 0.32706 -1.25623  -0.78
C6 2.05147 1.10450 0.46621  -0.76
H1 0.03218 1.78067 0.22112  0.48
H2 -2.20440 -0.34360 -1.88908  0.30
H3 -0.24283 -2.28182 0.68638  0.32
H4 1.53988 -2.17969 0.12861  0.27
H5 2.53213 1.82988 1.09766  0.36
H6 0.88738 -1.75898 1.80338  0.28
H7 -2.30254 1.24299 -0.85975  0.23
H8 -0.86723 0.65722 -1.98646  0.35

The HOMO-LUMO gap is 9.1 eV. The value obtained for the lowest unoccupied orbital energy is 0.02858 Ha. The calculation puts the HOMO energy at -8.28 eV.


## Q
DFT (ωB97M-V/def2-TZVPD) results for a molecular structure, C6H8O2.

Last column: Mulliken charge in e.
Element x y z (Å)
O1 0.02709 1.86844 -0.40657  -0.41
O2 1.06945 -1.53903 0.10879  -0.42
C1 -1.12324 1.36440 -0.87158  -0.44
C2 1.78873 -0.36866 0.34194  -0.53
C3 -0.31246 -1.50638 0.32499  -0.13
C4 -0.53091 -0.17848 0.90110  0.11
C5 0.44528 0.55339 0.12711  0.15
C6 -1.42942 -0.17706 -0.31680  -0.54
H1 -2.03259 1.86565 -0.19357  0.27
H2 -0.94305 -2.54367 0.23810  0.33
H3 -1.29966 1.47185 -2.08722  0.28
H4 2.60454 -0.48827 1.16114  0.18
H5 0.48966 0.22401 -0.87012  0.32
H6 -0.38431 -0.24150 2.06624  0.37
H7 2.40249 -0.42054 -0.51040  0.27
H8 -2.63731 -0.62604 -0.46250  0.19

The HOMO-LUMO gap is 9.1 eV. The value obtained for the lowest unoccupied orbital energy is 0.03754 Ha. The calculation puts the HOMO energy at -8.05 eV.


## R
DFT (ωB97M-V/def2-TZVPD) results for C6H8O2 in the gas phase.

Last column: Mulliken charge in e.
Element x y z (Å)
O1 -1.38836 1.12105 -0.07039  -0.46
O2 -1.46296 -1.43351 -0.13644  -0.45
C1 2.01174 -0.15259 -0.06683  -0.20
C2 1.27974 -1.28135 0.13941  -0.64
C3 -0.11968 -0.90985 -0.35355  0.23
C4 1.07936 1.22316 -0.16019  -0.60
C5 -2.34486 -0.07897 0.07393  -0.17
C6 -0.17175 0.48610 0.22306  0.02
H1 0.18506 -0.93342 -1.33806  0.46
H2 3.18717 -0.06567 0.18885  0.26
H3 -0.16434 -0.03938 1.28658  0.27
H4 -3.13943 0.31462 -0.71866  0.26
H5 0.70140 1.86580 -1.09748  0.27
H6 1.76961 -2.32472 0.43405  0.26
H7 1.47998 2.24336 0.46856  0.27
H8 -2.90271 -0.03464 1.12716  0.23

The HOMO-LUMO gap is 10.4 eV. The value obtained for the lowest unoccupied orbital energy is 0.03743 Ha. The calculation puts the HOMO energy at -9.40 eV.


Result of the stability comparison: P is the most stable of them.